1.
Density functional theory data (ωB97M-V with the def2-TZVPD basis set) for the molecule C5H11NO.

Results
E: -327.0757 a.u.
SMILES: CCCNCC=O
ΔE to the lowest compared entry with this formula, charge and spin: 1.5139 eV

The geometry in ORCA input format:
```
! RIJCOSX wB97M-V def2-TZVPD def2/J DEFGRID3
* xyz 0 1
C -0.51 1.57 1.68
C -1.33 0.33 1.29
C -1.61 0.30 -0.22
N -0.47 0.03 -1.08
C 0.21 -1.24 -0.87
C 1.65 -1.09 -0.48
O 2.30 -0.11 -0.71
H -0.81 2.04 2.61
H -0.57 2.32 0.89
H 0.55 1.35 1.81
H -2.28 0.30 1.83
H -0.71 -0.55 1.52
H -2.02 1.26 -0.53
H -2.40 -0.41 -0.46
H 0.17 0.80 -1.09
H 0.21 -1.81 -1.81
H -0.32 -1.85 -0.12
H 2.09 -1.98 0.00
*
```

2.
Density functional theory data (ωB97M-V with the def2-TZVPD basis set) for a cluster of 2 separate species, C5H11NO in total.

Results
E: -327.0162 a.u.
SMILES: C=C/C=C/CN.O
ΔE to the lowest compared entry with this formula, charge and spin: 3.1325 eV

The geometry in ORCA input format:
```
! RIJCOSX wB97M-V def2-TZVPD def2/J DEFGRID3
* xyz 0 1
C 0.27 -1.44 1.49
C 1.40 -1.17 0.83
C 1.69 0.12 0.21
C 0.85 0.88 -0.50
C 0.97 2.37 -0.54
N 1.86 2.91 -1.63
H 0.19 -2.36 2.05
H -0.69 -0.94 1.39
H 2.12 -1.98 0.89
H 2.72 0.46 0.37
H 0.11 0.47 -1.17
H 0.00 2.85 -0.66
H 1.46 2.63 0.39
H 2.60 3.45 -1.19
H 2.42 2.14 -1.98
O -6.30 -3.34 0.23
H -5.60 -3.94 0.50
H -6.08 -3.08 -0.68
*
```

3.
Density functional theory data (ωB97M-V with the def2-TZVPD basis set) for the molecule C5H11NO.

Results
E: -326.9338 a.u.
ΔE to the lowest compared entry with this formula, charge and spin: 5.3747 eV

The geometry in ORCA input format:
```
! RIJCOSX wB97M-V def2-TZVPD def2/J DEFGRID3
* xyz 0 1
C -0.82 -1.10 -0.79
C -0.92 0.39 -0.45
C -1.85 0.64 0.76
N 0.25 1.13 -0.12
C 1.93 -0.32 0.75
C 1.54 0.64 -0.43
O 1.57 0.17 -1.65
H -0.56 -1.68 0.10
H -1.79 -1.46 -1.14
H -0.06 -1.28 -1.56
H -1.37 0.92 -1.31
H -1.93 1.71 0.96
H -2.84 0.23 0.57
H -1.44 0.15 1.64
H 1.50 -0.04 1.72
H 1.58 -1.31 0.46
H 3.02 -0.34 0.83
H 2.20 1.53 -0.33
*
```